The following is a quantum chemistry calculation of C33H37BF3N9O2SV as an isolated structure, from the OMol25 dataset.

Output
Relative energy (zero: lowest compared OMol25 entry of this formula, charge and spin)   37.8 kcal/mol
F_max   0.21 eV/Å
Kohn-Sham gap (alpha / beta)   5.601 / 5.682 eV
Multiplicity   4
Total charge   -2
Molecular weight   742.5 g mol⁻¹
HOMO (alpha / beta)   -1.281 / -1.364 eV

Atoms and positions in Å:
N: -0.9574 -0.4273 3.1004
C: -5.5042 0.0431 5.2820
N: -1.8792 0.1631 -1.5177
C: -4.5473 0.2656 3.0808
H: 0.0824 -2.9538 2.6750
C: 1.1840 -1.1256 2.4307
C: -0.0431 5.0541 -2.2972
C: 1.8651 0.3483 -4.6194
H: 2.4758 -1.3511 -1.9671
C: -4.2378 -0.2477 5.7842
C: -0.1637 4.1101 -1.1476
C: 3.2105 -0.9319 3.9690
O: -2.3298 0.1596 1.3732
C: -3.1383 -0.2821 4.9458
C: 4.4952 -0.6742 3.6035
C: 4.7759 0.3746 2.7189
H: 2.7661 -1.2072 -5.7980
C: -0.1388 2.8906 2.3114
H: 3.5844 1.6963 -1.2490
C: -0.1835 3.1532 0.8489
N: -0.3831 2.1970 -0.0609
H: -4.1766 -1.5223 -0.3764
H: -4.6484 0.4666 2.0223
C: -2.6219 0.7510 -3.5142
C: 2.1219 -0.3348 -5.9258
H: 1.8828 -2.9691 -1.6117
H: 2.0716 1.2811 -0.4770
H: -0.2164 3.8359 2.8494
B: -0.5573 2.0334 -2.6249
H: -0.9413 5.0598 -2.9144
F: 6.8881 1.5125 2.7476
H: -2.8458 2.5510 -4.6668
C: 2.3741 -2.0943 -1.1751
C: -2.6714 1.4845 -4.8130
N: -0.3878 2.7925 -1.2922
C: -5.6479 0.3002 3.9261
H: 0.8081 2.4000 2.5666
H: -0.9527 2.2345 2.6252
H: 1.7504 -3.0552 3.2697
S: 4.1186 2.8568 1.6961
H: 3.3621 -2.3795 -0.8133
C: 2.0195 1.3181 -2.6332
H: -3.4760 1.0788 -5.4277
H: 5.3046 -1.2783 3.9953
V: -0.7191 0.1734 0.3330
N: 0.6389 0.7051 -4.2802
H: 0.1338 6.0594 -1.9161
H: 0.1682 5.3322 0.6603
C: 0.8669 -2.4170 3.2105
H: 0.5072 -2.1976 4.2178
H: -4.1530 -0.8311 -3.6467
H: -0.8342 2.8442 -3.4680
C: 6.1698 0.5080 2.1995
N: -0.0506 -0.4432 2.0826
H: -6.3634 0.0719 5.9418
C: -3.3657 -0.3369 -3.1008
H: -3.4821 -2.6837 -1.5200
N: 0.7336 1.2921 -3.0570
C: 3.7038 1.3245 2.3781
H: -4.1099 -0.4468 6.8424
C: -0.0303 4.3793 0.1995
H: 0.7913 4.7725 -2.9393
C: 2.7793 0.7105 -3.6165
H: 2.2987 2.8842 -1.1482
C: 1.9482 -1.4995 1.1935
H: -2.4939 -2.0121 -0.2129
H: 1.3878 0.1121 4.1393
C: -3.2760 -0.0301 3.5761
H: -6.6265 0.5317 3.5200
H: 1.1761 -0.6620 -6.3575
F: 6.2451 0.6515 0.8661
H: -1.7204 1.3682 -5.3348
H: 2.9616 -1.8429 1.3704
C: -2.8555 -0.6722 -1.8376
F: 6.9017 -0.6228 2.4758
C: 2.5063 1.8269 -1.3155
H: 2.6113 0.3345 -6.6391
H: -2.1500 -0.5040 5.3264
N: 2.4651 1.0057 2.6294
C: -2.1250 -0.0848 2.6645
O: 0.3088 -1.1557 -0.5277
H: 3.8412 0.5264 -3.5728
N: -1.7358 1.0364 -2.5422
C: -3.2760 -1.7855 -0.9348
C: 2.0939 -0.1857 3.3454
H: 2.9940 -1.7018 4.6993
C: 1.5080 -1.5499 -0.0700

These are the Mulliken partial charges, in e, on atoms 1 to 8: number 1, N, carries -0.52; number 2, C, carries -0.40; number 3, N, carries 1.22; number 4, C, carries -0.35; number 5, H, carries 0.44; number 6, C, carries 2.33; number 7, C, carries -1.61; number 8, C, carries 0.85